1.
A 6-piece molecular cluster, C12H30Cl6O9S3 overall at a distorted geometry, computed with ωB97M-V/def2-TZVPD.

Geometry as XYZ:
```
60
C12H30Cl6O9S3, DFT ωB97M-V/def2-TZVPD
C 4.285 0.029 4.464
C 4.101 -0.926 3.230
O 3.936 -0.140 2.034
S 5.040 -0.060 0.914
C 4.940 1.729 0.438
O 6.346 -0.281 1.503
O 4.484 -0.783 -0.171
H 3.576 0.812 4.323
H 5.252 0.438 4.757
H 3.927 -0.549 5.310
H 4.830 -1.661 3.122
H 3.138 -1.448 3.323
H 4.108 1.999 -0.293
H 5.785 1.707 -0.230
H 5.161 2.498 1.234
C 1.435 -3.841 0.640
C 1.339 -2.500 0.032
O 1.797 -2.719 -1.356
S 1.112 -2.022 -2.577
C 2.284 -0.692 -2.966
O 1.214 -2.949 -3.604
O -0.193 -1.569 -2.087
H 1.565 -3.861 1.719
H 2.313 -4.354 0.256
H 0.571 -4.421 0.310
H 0.278 -2.074 -0.140
H 1.971 -1.705 0.463
H 3.194 -1.253 -3.070
H 2.173 0.060 -2.279
H 2.003 -0.308 -3.948
C -4.848 0.932 2.142
C -5.135 1.310 0.641
O -4.397 0.359 -0.228
S -3.601 0.923 -1.448
C -4.658 1.021 -2.872
O -3.258 2.236 -1.111
O -2.658 -0.117 -1.704
H -3.864 1.222 2.466
H -5.026 -0.159 2.145
H -5.553 1.368 2.784
H -6.214 1.206 0.486
H -4.940 2.376 0.456
H -5.427 1.787 -2.708
H -4.986 0.027 -3.051
H -4.006 1.360 -3.696
Cl -1.174 4.992 0.552
C -1.341 5.022 -1.223
Cl -0.040 5.869 -2.024
H -1.341 3.987 -1.606
H -2.240 5.643 -1.513
Cl -2.396 -4.413 -0.804
C -3.096 -2.868 -1.389
Cl -4.532 -2.999 -2.383
H -3.369 -2.375 -0.495
H -2.319 -2.379 -2.033
Cl 1.207 1.649 0.440
C -0.456 0.912 0.565
Cl -0.625 -0.160 2.005
H -1.086 1.796 0.586
H -0.592 0.314 -0.332
```

Output
energy above the lowest of the compared OMol25 structures with the same formula, charge and spin	104.2	kJ/mol
energy	-138995.66118	eV
frontier orbital gap	10.58	eV
highest occupied orbital energy	-10.4	eV

2.
C9H17Cl3O16S4 as an isolated structure at a distorted geometry, computed with ωB97M-V/def2-TZVPD.

Geometry as XYZ:
```
49
C9H17Cl3O16S4, DFT ωB97M-V/def2-TZVPD
C 6.182 12.152 17.583
C 6.785 11.057 16.708
O 8.009 11.568 16.324
S 8.766 12.239 17.645
O 9.604 13.435 17.381
O 9.360 11.180 18.500
O 7.294 12.675 18.291
H 5.433 11.833 18.309
H 5.798 12.926 16.919
H 6.258 10.945 15.760
H 6.925 10.148 17.293
C 11.332 15.963 8.397
C 10.336 15.214 9.272
O 9.912 14.173 8.425
S 9.946 14.484 6.826
O 8.596 14.820 6.349
O 10.690 13.406 6.167
O 10.873 15.853 7.033
H 12.299 15.469 8.485
H 11.430 17.037 8.553
H 9.571 15.798 9.783
H 11.017 14.820 10.026
C 10.647 14.864 14.594
C 11.712 15.314 13.618
O 10.978 15.677 12.485
S 9.633 16.502 12.924
O 8.506 16.365 12.014
O 9.994 17.849 13.314
O 9.465 15.508 14.218
H 10.929 15.135 15.612
H 10.530 13.786 14.487
H 12.463 14.571 13.347
H 12.215 16.226 13.940
C 7.529 7.473 14.517
C 7.212 7.013 13.122
O 5.851 7.422 12.904
S 5.503 8.809 13.688
O 4.154 8.901 14.257
O 6.187 9.960 13.022
O 6.464 8.329 14.951
H 8.473 8.014 14.580
H 7.763 6.673 15.220
H 7.335 5.950 12.918
H 7.841 7.440 12.342
C 8.518 12.197 12.385
Cl 7.527 13.478 12.918
Cl 9.131 11.156 13.724
Cl 9.903 12.992 11.663
H 8.011 11.604 11.624
```

Output
energy above the lowest of the compared OMol25 structures with the same formula, charge and spin	147.3	kJ/mol
energy	-123270.71668	eV
frontier orbital gap	11.07	eV
highest occupied orbital energy	-11.0	eV

3.
C6H8OPSc as an isolated structure at a distorted geometry, computed with ωB97M-V/def2-TZVPD.

Geometry as XYZ:
```
17
C6H8OPSc, DFT ωB97M-V/def2-TZVPD
C 1.196 0.873 -0.310
C 2.318 0.377 0.508
C 2.575 -0.998 0.210
C 1.684 -1.375 -0.839
C 0.760 -0.283 -1.178
Sc -0.526 -0.255 0.718
P -2.499 1.223 0.111
H 0.922 1.915 -0.494
H 2.949 0.978 1.175
H 3.322 -1.636 0.717
H 0.121 -0.181 -2.071
H 1.737 -2.328 -1.376
H -3.010 1.482 -1.202
H -2.312 2.621 0.386
H -3.809 1.238 0.692
O -3.150 -2.138 1.708
C -2.277 -1.514 1.247
```

Output
energy above the lowest of the compared OMol25 structures with the same formula, charge and spin	99.5	kJ/mol
energy	-38384.33748	eV
frontier orbital gap (spin up / spin down)	5.46 / 5.71	eV
highest occupied orbital energy (spin up / spin down)	-5.9 / -5.8	eV

4.
C53H38N12ORhS5 as an isolated structure at a distorted geometry, computed with ωB97M-V/def2-TZVPD.

Geometry as XYZ:
```
110
C53H38N12ORhS5, DFT ωB97M-V/def2-TZVPD
Rh -0.396 -0.551 -2.255
N 0.407 -1.044 -0.299
S 1.509 -0.452 0.474
N 1.121 0.012 2.013
S -0.247 0.682 2.289
N -0.742 1.820 1.376
S -1.525 1.886 -0.078
N -1.153 1.047 -1.202
C -1.369 3.627 -0.452
C -0.680 4.524 0.345
C -0.645 5.857 -0.036
C -1.290 6.268 -1.194
C -1.955 5.349 -1.996
C -2.004 4.018 -1.622
C -3.248 1.762 0.415
C -3.713 2.538 1.466
C -5.041 2.428 1.840
C -5.874 1.533 1.176
C -5.401 0.784 0.108
C -4.080 0.916 -0.292
C -1.461 -0.591 2.626
C -1.097 -1.920 2.484
C -2.014 -2.905 2.821
C -3.274 -2.553 3.284
C -3.624 -1.214 3.413
C -2.714 -0.222 3.096
C -0.055 1.462 3.875
C 0.605 0.766 4.878
C 0.702 1.336 6.135
C 0.140 2.582 6.380
C -0.509 3.271 5.365
C -0.610 2.710 4.102
C 2.408 1.037 0.005
C 1.901 1.945 -0.906
C 2.595 3.127 -1.131
C 3.761 3.393 -0.429
C 4.242 2.485 0.508
C 3.567 1.297 0.727
C 2.798 -1.662 0.759
C 3.678 -1.887 -0.290
C 4.556 -2.955 -0.220
C 4.535 -3.797 0.885
C 3.664 -3.551 1.937
C 2.784 -2.481 1.875
H -0.185 4.174 1.241
H -0.112 6.578 0.568
H -1.277 7.312 -1.476
H -2.427 5.664 -2.915
H -2.517 3.281 -2.225
H -3.037 3.210 1.979
H -5.432 3.036 2.644
H -6.906 1.430 1.482
H -6.059 0.102 -0.412
H -3.683 0.388 -1.150
H -0.122 -2.165 2.093
H -1.739 -3.944 2.703
H -3.993 -3.319 3.536
H -4.605 -0.940 3.774
H -2.958 0.823 3.224
H 1.036 -0.202 4.663
H 1.216 0.808 6.925
H 0.223 3.026 7.362
H -0.939 4.245 5.552
H -1.104 3.223 3.290
H 0.972 1.743 -1.426
H 2.212 3.836 -1.854
H 4.300 4.314 -0.608
H 5.138 2.706 1.071
H 3.919 0.579 1.455
H 3.671 -1.227 -1.149
H 5.252 -3.134 -1.029
H 5.200 -4.649 0.924
H 3.662 -4.197 2.803
H 2.091 -2.271 2.679
S 5.665 -4.883 -4.346
N 4.245 -5.270 -3.679
C 3.536 -4.162 -3.575
C 2.199 -4.052 -3.055
C 1.452 -5.152 -2.632
C 0.154 -4.950 -2.222
C -0.362 -3.657 -2.250
N 0.353 -2.602 -2.596
C 1.625 -2.771 -2.991
C 2.367 -1.597 -3.374
N 1.787 -0.397 -3.181
C 2.418 0.696 -3.575
C 3.668 0.672 -4.188
C 4.289 -0.540 -4.389
C 3.643 -1.700 -3.960
C 4.228 -3.012 -4.059
N 5.432 -3.295 -4.520
H 1.903 -6.134 -2.662
H -0.471 -5.765 -1.890
H -1.392 -3.486 -1.979
H 1.916 1.641 -3.420
H 4.125 1.599 -4.501
H 5.249 -0.628 -4.879
N -2.448 -2.019 -0.168
C -3.104 -1.932 -1.348
O -2.541 -1.442 -2.369
C -4.452 -2.410 -1.360
C -5.059 -2.649 -0.118
N -5.473 -2.790 0.955
C -5.178 -2.573 -2.554
N -5.770 -2.736 -3.531
H -2.913 -2.361 0.654
H -1.515 -1.634 -0.110
S -1.133 0.296 -4.355
C -0.464 1.773 -3.996
N -0.023 2.818 -3.755
```

Output
energy above the lowest of the compared OMol25 structures with the same formula, charge and spin	191.8	kJ/mol
energy	-132679.18074	eV
frontier orbital gap (spin up / spin down)	5.72 / 5.72	eV
charge	+1
highest occupied orbital energy (spin up / spin down)	-9.4 / -9.4	eV